{"formula": "C31H31BrN2O6PtS", "method": "ωB97M-V with the def2-TZVPD basis set", "homo_energy_ev": -7.71, "relative_energy_kj_mol": 101.1, "charge": 0, "energy_ha": -4852.38776, "homo_lumo_gap_ev": 7.928, "elements": ["Pt", "O", "C", "O", "C", "C", "C", "C", "C", "N", "H", "H", "H", "H", "O", "S", "C", "C", "C", "C", "C", "C", "C", "C", "C", "C", "C", "C", "C", "C", "H", "H", "H", "H", "H", "H", "H", "H", "H", "H", "H", "H", "H", "H", "Br", "C", "C", "C", "C", "C", "C", "C", "O", "O", "H", "H", "H", "H", "C", "N", "C", "C", "C", "O", "H", "H", "H", "H", "H", "H", "H", "H", "H"], "positions_angstrom": [[0.186, -1.405, 0.229], [4.270, -2.039, 1.311], [3.041, -2.090, 1.223], [2.182, -1.237, 1.582], [2.420, -3.335, 0.616], [3.070, -4.552, 0.670], [2.418, -5.681, 0.208], [1.140, -5.558, -0.317], [0.567, -4.307, -0.394], [1.198, -3.219, 0.063], [4.069, -4.582, 1.083], [2.897, -6.650, 0.261], [0.586, -6.419, -0.665], [-0.420, -4.150, -0.804], [1.472, 0.172, -0.752], [1.780, 1.116, 0.432], [3.598, 1.232, 0.558], [4.286, 1.331, -0.775], [4.786, 2.547, -1.236], [5.349, 2.649, -2.502], [5.414, 1.531, -3.322], [4.935, 0.311, -2.862], [4.375, 0.209, -1.597], [1.518, 2.775, -0.218], [0.095, 3.019, -0.630], [-0.301, 2.745, -1.935], [-1.591, 3.039, -2.355], [-2.491, 3.632, -1.477], [-2.101, 3.905, -0.171], [-0.819, 3.585, 0.252], [3.880, 0.326, 1.097], [3.781, 2.111, 1.182], [4.753, 3.418, -0.589], [5.719, 3.606, -2.851], [5.856, 1.607, -4.308], [4.989, -0.566, -3.497], [4.013, -0.743, -1.232], [2.190, 2.885, -1.069], [1.820, 3.441, 0.593], [0.415, 2.315, -2.628], [-1.884, 2.841, -3.381], [-3.485, 3.902, -1.816], [-2.791, 4.383, 0.514], [-0.515, 3.806, 1.271], [-3.070, 1.411, 6.186], [-2.848, 0.229, 4.721], [-3.956, -0.410, 4.188], [-3.789, -1.214, 3.070], [-2.536, -1.399, 2.493], [-1.432, -0.813, 3.102], [-1.583, 0.023, 4.202], [-2.495, -2.176, 1.195], [-3.556, -2.465, 0.667], [-1.350, -2.570, 0.676], [-4.931, -0.277, 4.635], [-4.641, -1.709, 2.622], [-0.432, -1.006, 2.741], [-0.722, 0.500, 4.650], [-4.565, -0.063, -1.537], [-3.425, 0.359, -0.725], [-3.733, 1.169, 0.455], [-2.218, -0.173, -0.903], [-2.050, -1.096, -2.074], [-1.280, 0.125, -0.109], [-5.437, 0.498, -1.210], [-4.763, -1.126, -1.394], [-4.403, 0.143, -2.594], [-4.040, 2.169, 0.151], [-2.852, 1.243, 1.083], [-4.535, 0.692, 1.016], [-2.299, -0.580, -3.004], [-2.707, -1.959, -1.951], [-1.024, -1.435, -2.114]], "atomic_forces_ev_per_a": [[-1.5, 0.5, -2.1], [-0.1, -0.1, -0.1], [0.0, 0.3, 0.2], [0.8, 0.1, 0.6], [-0.2, -0.2, -0.3], [0.1, -0.2, -0.1], [0.1, 0.0, 0.0], [0.0, -0.1, -0.1], [0.0, 0.2, -0.1], [0.6, 0.4, 0.9], [-0.1, 0.0, 0.0], [0.0, 0.0, 0.0], [0.0, 0.0, 0.0], [0.0, 0.0, 0.1], [0.0, -0.3, 1.0], [0.1, -0.2, 0.0], [0.2, -0.2, -0.2], [-0.2, 0.1, 0.0], [0.0, 0.0, 0.0], [-0.1, 0.0, 0.0], [0.0, 0.0, 0.1], [0.0, 0.0, 0.0], [0.0, 0.0, 0.0], [-0.1, -0.1, -0.4], [0.1, 0.1, -0.1], [0.0, 0.0, -0.1], [0.0, 0.1, 0.1], [0.1, 0.0, 0.0], [0.1, 0.0, -0.1], [0.0, 0.1, 0.0], [0.0, 0.0, 0.0], [0.0, -0.1, 0.0], [0.0, 0.0, 0.0], [0.0, 0.0, 0.0], [0.0, 0.0, 0.0], [0.0, 0.0, 0.0], [0.0, 0.0, 0.0], [0.0, 0.1, 0.0], [0.0, 0.0, -0.1], [-0.1, 0.0, 0.1], [0.0, 0.0, 0.0], [0.0, 0.0, 0.0], [0.0, 0.0, 0.0], [0.0, 0.0, -0.1], [0.0, 0.0, 0.0], [0.0, 0.0, 0.0], [0.0, -0.1, -0.1], [-0.1, 0.1, 0.1], [0.0, 0.1, 0.0], [0.1, 0.0, 0.1], [0.0, -0.1, 0.0], [0.2, -0.2, 0.1], [0.0, -0.1, -0.1], [-0.5, -0.2, 0.4], [0.0, 0.0, 0.0], [0.0, 0.1, 0.0], [0.1, 0.0, -0.2], [0.0, 0.0, 0.0], [0.1, 0.1, 0.0], [-0.1, 0.1, 0.2], [0.0, -0.2, -0.1], [-0.1, 0.2, 0.1], [0.0, 0.1, 0.0], [0.1, -0.4, 0.2], [0.0, 0.0, 0.0], [0.0, 0.0, 0.0], [0.0, 0.0, 0.0], [-0.1, -0.1, 0.0], [0.0, 0.0, 0.0], [0.0, -0.1, 0.0], [-0.1, 0.0, 0.1], [0.0, 0.0, 0.0], [0.2, 0.0, 0.0]]}